1.
Density functional theory data (ωB97M-V/def2-TZVPD) for C12H30F4Li2N2O16P2S4 as an isolated structure at a distorted geometry.

**Net charge**: -1
**⟨S²⟩**: 0.75
**2S+1**: 2
**Orbital gap (spin up / spin down)**: 0.14006 / 0.29935 Ha
**Lowest unoccupied orbital energy (spin up / spin down)**: 2.15 / 2.03 eV

```
72
Properties=species:S:1:pos:R:3:mulliken_spin:R:1
Li 17.251 -4.433 0.565 0.00
Li 17.583 -2.464 1.893 0.01
N 17.422 -2.602 -0.034 0.23
S 16.046 -1.981 -0.985 0.34
O 15.394 -2.928 -1.878 0.06
O 16.027 -0.549 -1.192 0.07
F 15.122 -2.191 0.291 0.00
S 18.419 -2.168 -1.208 0.07
O 18.575 -0.775 -1.621 0.08
O 18.522 -3.366 -2.094 0.06
F 19.683 -2.353 -0.175 0.02
N 17.051 -4.322 2.543 0.05
S 17.767 -5.493 3.518 0.00
O 17.959 -6.818 2.846 0.00
O 17.587 -5.430 5.015 0.00
F 19.168 -4.845 3.241 0.00
S 15.737 -4.423 3.305 -0.01
O 15.752 -3.478 4.455 0.00
O 15.031 -5.721 3.530 0.00
F 14.915 -3.618 2.210 0.00
C 20.462 -9.055 0.709 0.00
C 20.758 -7.540 0.873 0.00
O 20.749 -7.063 -0.485 0.00
P 20.282 -5.509 -0.557 0.01
O 18.908 -5.329 -0.259 0.00
O 21.277 -4.703 0.462 0.01
C 22.548 -4.324 0.027 0.00
C 23.638 -4.763 1.105 0.00
O 20.761 -5.007 -1.993 0.00
C 20.493 -5.617 -3.192 0.00
C 21.833 -6.153 -3.569 0.00
H 19.440 -9.192 0.356 0.00
H 21.189 -9.441 -0.006 0.00
H 20.533 -9.616 1.641 0.00
H 19.835 -7.221 1.357 0.00
H 21.641 -7.322 1.475 0.00
H 22.808 -4.980 -0.803 0.00
H 22.617 -3.278 -0.270 0.00
H 23.321 -5.704 1.554 0.00
H 24.590 -5.042 0.653 0.00
H 23.603 -4.121 1.986 0.00
H 19.678 -6.340 -3.154 0.00
H 20.284 -4.758 -3.829 0.00
H 22.202 -6.866 -2.832 0.00
H 21.729 -6.732 -4.487 0.00
H 22.547 -5.332 -3.643 0.00
C 12.130 -4.582 -1.483 0.00
C 12.876 -5.120 -0.228 0.01
O 13.435 -6.455 -0.379 0.00
P 14.989 -6.726 -0.562 -0.01
O 15.749 -5.672 0.193 0.00
O 15.240 -8.210 -0.145 0.00
C 15.065 -8.511 1.299 0.00
C 15.965 -9.660 1.679 0.00
O 15.082 -6.840 -2.173 0.00
C 16.279 -7.133 -2.842 0.00
C 16.237 -6.488 -4.259 0.00
H 11.463 -3.831 -1.060 0.00
H 12.808 -4.152 -2.221 0.00
H 11.463 -5.258 -2.017 0.00
H 13.633 -4.383 0.044 -0.01
H 12.107 -5.192 0.540 0.00
H 15.224 -7.592 1.864 0.00
H 14.015 -8.798 1.351 0.00
H 15.340 -10.545 1.559 0.00
H 16.847 -9.649 1.039 0.00
H 16.072 -9.571 2.760 0.00
H 17.230 -6.944 -2.343 0.00
H 16.228 -8.200 -3.061 0.00
H 15.299 -6.681 -4.780 0.00
H 16.234 -5.405 -4.135 0.00
H 16.959 -6.859 -4.987 0.00
```


2.
Density functional theory data (ωB97M-V/def2-TZVPD) for C12H30FFeO8P2 as an isolated structure at a distorted geometry.

**Net charge**: +2
**⟨S²⟩**: 8.76
**2S+1**: 6
**Orbital gap (spin up / spin down)**: 0.24886 / 0.17456 Ha
**Lowest unoccupied orbital energy (spin up / spin down)**: -9.88 / -11.88 eV
**Energy above the lowest of the compared OMol25 structures with the same formula, charge and spin**: 54.43 kcal per mole

```
54
Properties=species:S:1:pos:R:3:mulliken_spin:R:1
Fe -0.156 -2.000 1.667 4.24
F -1.918 -1.180 1.596 0.39
C -3.727 -4.035 -0.894 0.00
C -3.208 -2.670 -1.402 0.00
O -1.976 -2.951 -2.118 0.01
P -0.661 -2.126 -1.793 0.01
O -0.162 -2.218 -0.366 0.19
O 0.418 -2.603 -2.894 0.00
C 0.044 -2.925 -4.196 0.00
C -0.254 -4.452 -4.342 0.00
O -1.092 -0.598 -2.243 0.01
C -0.447 0.632 -1.786 0.01
C -1.061 1.858 -2.516 0.00
H -4.702 -3.936 -0.418 0.00
H -3.880 -4.739 -1.712 0.00
H -3.048 -4.508 -0.185 0.00
H -3.884 -2.182 -2.104 0.00
H -3.082 -1.948 -0.595 0.00
H -0.813 -2.327 -4.508 0.00
H 0.818 -2.699 -4.930 0.00
H -1.012 -4.795 -3.638 0.00
H -0.680 -4.575 -5.339 0.00
H 0.614 -5.094 -4.197 0.00
H -0.510 0.724 -0.702 -0.01
H 0.577 0.649 -2.158 0.00
H -2.102 2.034 -2.246 0.00
H -0.488 2.770 -2.347 0.00
H -1.007 1.501 -3.545 0.00
C 0.973 4.374 -0.195 0.00
C 2.012 3.420 0.376 0.00
O 1.530 2.060 0.197 0.00
P 1.098 1.272 1.559 0.01
O 0.594 -0.114 1.391 0.12
O 2.367 1.386 2.542 0.01
C 3.544 0.575 2.392 0.00
C 3.654 0.022 3.819 0.00
O 0.084 2.271 2.294 0.01
C -0.328 1.877 3.600 0.00
C -0.816 3.115 4.320 0.00
H -0.023 4.120 0.167 0.00
H 1.238 5.403 0.051 0.00
H 0.913 4.257 -1.277 0.00
H 2.889 3.436 -0.270 0.00
H 2.291 3.665 1.401 0.00
H 3.450 -0.226 1.659 0.00
H 4.396 1.212 2.154 0.00
H 3.538 0.731 4.638 0.00
H 2.999 -0.842 3.920 0.00
H 4.659 -0.397 3.878 0.00
H -1.153 1.188 3.420 0.00
H 0.397 1.301 4.176 0.00
H -1.256 2.794 5.264 0.00
H -0.046 3.825 4.621 0.00
H -1.607 3.668 3.813 0.00
```


3.
Density functional theory data (ωB97M-V/def2-TZVPD) for C12H30N2NaO8S as an isolated structure at a distorted geometry.

**Net charge**: -1
**Orbital gap**: 0.17756 Ha
**Lowest unoccupied orbital energy**: 1.55 eV
**Energy above the lowest of the compared OMol25 structures with the same formula, charge and spin**: 44.86 kcal per mole

```
54
Properties=species:S:1:pos:R:3:lowdin_charge:R:1
Na 1.362 -0.675 -0.203 0.56
S -0.038 2.003 -1.618 0.22
O -1.500 2.151 -1.476 -0.43
O 0.663 3.266 -1.875 -0.42
O 0.499 1.411 -0.339 -0.51
O 0.273 1.019 -2.686 -0.45
C 2.569 -3.270 -1.657 -0.10
O 1.575 -2.350 -2.076 -0.22
C 0.879 -2.821 -3.247 -0.18
C -0.152 -1.771 -3.649 -0.20
N -1.456 -1.900 -3.047 -0.04
C -2.229 -3.101 -3.262 -0.23
C -3.652 -2.947 -2.710 -0.25
O -4.345 -2.024 -3.511 -0.18
C -5.684 -1.826 -3.087 -0.11
H 2.143 -4.229 -1.347 0.09
H 3.075 -2.758 -0.832 0.08
H 3.326 -3.422 -2.435 0.09
H 0.384 -3.753 -2.956 0.10
H 1.601 -3.014 -4.044 0.12
H -0.263 -1.730 -4.738 0.12
H 0.181 -0.738 -3.470 0.08
H -1.497 -1.711 -2.054 0.12
H -1.756 -3.964 -2.759 0.10
H -2.387 -3.420 -4.297 0.12
H -3.551 -2.676 -1.651 0.12
H -4.162 -3.916 -2.762 0.11
H -6.348 -2.663 -3.328 0.08
H -5.991 -0.955 -3.671 0.09
H -5.683 -1.556 -2.027 0.09
C -0.457 6.171 4.071 -0.11
O -0.165 4.918 3.467 -0.17
C 1.166 4.547 3.725 -0.25
C 1.648 3.648 2.582 -0.20
N 1.176 2.279 2.514 -0.05
C 1.859 1.381 3.388 -0.22
C 1.491 -0.093 3.237 -0.18
O 2.266 -0.758 2.221 -0.21
C 2.419 -2.132 2.477 -0.12
H -0.460 6.100 5.160 0.08
H -1.454 6.417 3.709 0.09
H 0.225 6.936 3.695 0.08
H 1.307 4.076 4.705 0.11
H 1.891 5.366 3.636 0.11
H 2.747 3.610 2.521 0.11
H 1.257 4.180 1.710 0.14
H 0.941 1.998 1.555 0.08
H 1.769 1.631 4.450 0.11
H 2.948 1.435 3.184 0.12
H 0.423 -0.282 3.079 0.13
H 1.673 -0.580 4.204 0.11
H 2.665 -2.289 3.531 0.09
H 3.260 -2.490 1.871 0.08
H 1.568 -2.730 2.119 0.09
```


4.
Density functional theory data (ωB97M-V/def2-TZVPD) for C12H30N6O24S3 as an isolated structure at a distorted geometry.

**Net charge**: 0
**Orbital gap**: 0.37899 Ha
**Lowest unoccupied orbital energy**: -0.39 eV
**Energy above the lowest of the compared OMol25 structures with the same formula, charge and spin**: 5.69 kcal per mole

```
75
Properties=species:S:1:pos:R:3:lowdin_charge:R:1
C 2.692 -2.174 2.556 0.06
N 3.747 -2.915 1.804 -0.45
O 4.643 -3.433 2.452 0.05
O 3.605 -3.002 0.612 0.07
H 2.597 -1.222 2.042 0.09
H 3.072 -2.046 3.560 0.08
H 1.776 -2.751 2.525 0.07
C 2.075 6.028 -1.864 0.04
N 0.651 5.621 -1.806 -0.43
O 0.386 4.657 -1.130 0.05
O -0.162 6.314 -2.385 0.08
H 2.688 5.136 -1.943 0.10
H 2.298 6.553 -0.935 0.08
H 2.251 6.690 -2.702 0.10
C 1.550 -0.538 6.253 0.05
N 0.175 -0.185 5.790 -0.45
O -0.004 -0.107 4.584 0.05
O -0.643 0.077 6.631 0.09
H 1.828 -1.468 5.762 0.09
H 1.503 -0.745 7.315 0.09
H 2.198 0.285 5.979 0.10
C 2.152 3.981 1.455 0.04
N 3.012 5.106 1.909 -0.44
O 3.336 5.109 3.071 0.07
O 3.297 5.974 1.096 0.04
H 2.252 3.921 0.379 0.08
H 1.150 4.218 1.788 0.10
H 2.563 3.082 1.898 0.09
C 1.119 -6.715 1.548 0.05
N 0.324 -5.889 2.474 -0.45
O -0.223 -6.433 3.406 0.09
O 0.347 -4.687 2.280 0.04
H 2.096 -6.267 1.422 0.10
H 0.599 -6.750 0.592 0.10
H 1.165 -7.727 1.934 0.10
C -7.517 -1.885 0.656 0.05
N -6.510 -1.261 1.575 -0.45
O -6.936 -0.757 2.584 0.08
O -5.335 -1.325 1.261 0.04
H -8.447 -1.363 0.850 0.09
H -7.567 -2.935 0.916 0.10
H -7.203 -1.706 -0.365 0.09
C -1.423 -0.807 1.459 -0.13
C -1.021 -0.995 -0.018 -0.12
O -0.596 0.318 -0.457 -0.22
S -0.190 1.182 0.813 0.56
O -0.425 2.531 0.517 -0.20
O 1.098 0.752 1.238 -0.22
O -1.307 0.602 1.736 -0.17
H -0.851 -1.396 2.165 0.12
H -2.477 -1.033 1.613 0.12
H -1.865 -1.274 -0.634 0.13
H -0.137 -1.630 -0.058 0.12
C 0.872 -2.418 -4.501 -0.14
C 2.205 -2.003 -5.079 -0.16
O 2.963 -1.530 -3.957 -0.17
S 1.995 -0.778 -2.952 0.56
O 1.952 0.589 -3.333 -0.22
O 2.273 -1.126 -1.638 -0.19
O 0.631 -1.435 -3.481 -0.21
H 0.838 -3.422 -4.090 0.13
H 0.086 -2.259 -5.239 0.14
H 2.119 -1.210 -5.824 0.14
H 2.756 -2.827 -5.525 0.14
C -1.277 2.475 -2.918 -0.14
C -1.506 1.102 -3.567 -0.14
O -2.637 1.265 -4.433 -0.19
S -3.175 2.757 -4.452 0.55
O -4.570 2.787 -4.292 -0.21
O -2.582 3.408 -5.556 -0.21
O -2.524 3.182 -3.086 -0.17
H -0.480 3.072 -3.362 0.13
H -1.084 2.452 -1.850 0.10
H -1.580 0.317 -2.822 0.11
H -0.681 0.887 -4.245 0.12
```


Which value of net charge does entry 1 give? -1